DFT (ωB97M-V with the def2-TZVPD basis set) results for a molecular structure, C49H63AsN6OTeV in a non-equilibrium geometry.

```
! RIJCOSX wB97M-V def2-TZVPD def2/J DEFGRID3
* xyz 2 4
V -0.972 1.863 0.628
C -0.164 6.006 1.796
C -0.151 4.567 1.385
N -1.029 3.695 1.707
C -2.348 3.980 2.230
C -3.273 3.892 1.004
N -2.975 2.727 0.129
C -3.976 1.646 0.105
C -3.696 0.601 1.168
N -2.310 0.130 1.056
C -2.044 -0.891 0.007
C -1.406 -0.367 -1.291
N -0.498 0.720 -0.997
C 0.595 1.031 -1.599
C 1.238 0.292 -2.726
C 1.215 2.286 -1.107
C 2.441 2.829 -1.495
C 2.864 4.008 -0.907
C 2.082 4.644 0.058
C 0.874 4.064 0.406
N 0.480 2.930 -0.194
H -0.348 6.105 2.865
H -0.957 6.540 1.266
H 0.773 6.501 1.559
H -2.447 4.955 2.711
H -2.591 3.208 2.963
H -3.103 4.788 0.404
H -4.323 3.894 1.305
H -2.878 3.062 -0.828
H -3.912 1.182 -0.883
H -4.990 2.041 0.207
H -4.410 -0.225 1.077
H -3.818 1.031 2.165
H -2.019 -0.290 1.933
H -2.968 -1.425 -0.235
H -1.350 -1.587 0.461
H -2.166 0.035 -1.970
H -0.926 -1.207 -1.801
H 0.682 -0.599 -3.003
H 2.253 -0.008 -2.455
H 1.315 0.929 -3.610
H 3.053 2.336 -2.239
H 3.812 4.443 -1.193
H 2.427 5.558 0.518
C -1.984 1.470 -4.550
As -2.011 3.024 -3.360
C -3.455 3.987 -4.260
C -0.456 4.060 -4.004
C -0.286 4.090 -5.488
C 0.468 3.112 -6.134
C 0.601 3.112 -7.513
C -0.020 4.094 -8.271
C -0.767 5.077 -7.639
C -0.897 5.075 -6.259
H -1.896 1.783 -5.589
H -2.922 0.930 -4.416
H -1.159 0.800 -4.311
H -3.283 4.038 -5.334
H -3.536 4.997 -3.860
H -4.391 3.462 -4.072
H 0.426 3.639 -3.513
H -0.597 5.063 -3.596
H 0.964 2.345 -5.548
H 1.196 2.349 -7.998
H 0.085 4.098 -9.347
H -1.243 5.854 -8.222
H -1.470 5.857 -5.773
C 4.348 -7.093 -0.696
C 3.642 -6.023 0.079
C 3.398 -4.773 -0.464
C 2.741 -3.761 0.233
C 2.532 -2.472 -0.516
C 2.323 -4.035 1.538
Te 1.351 -2.704 2.857
N 0.651 -1.184 1.810
C 1.115 0.020 2.120
O 0.453 1.066 1.841
C 2.432 0.258 2.786
C 2.534 1.245 3.764
C 3.746 1.474 4.393
C 4.871 0.744 4.029
C 4.783 -0.220 3.035
C 3.564 -0.467 2.420
C -0.529 -3.617 3.014
C -1.194 -4.232 1.945
C -0.645 -4.344 0.551
C -2.454 -4.771 2.191
C -3.055 -4.717 3.441
C -4.394 -5.344 3.686
C -2.376 -4.075 4.472
C -1.118 -3.519 4.284
C -0.440 -2.847 5.449
C 2.571 -5.287 2.129
C 2.131 -5.658 3.521
C 3.219 -6.260 1.382
H 4.580 -6.767 -1.708
H 3.736 -7.993 -0.759
H 5.282 -7.368 -0.205
H 3.723 -4.568 -1.478
H 2.120 -2.696 -1.503
H 3.492 -1.975 -0.679
H 1.859 -1.779 -0.021
H 1.656 1.819 4.028
H 3.820 2.225 5.168
H 5.817 0.930 4.518
H 5.662 -0.775 2.739
H 3.509 -1.203 1.626
H -0.131 -3.440 0.228
H -1.460 -4.535 -0.147
H 0.069 -5.164 0.460
H -2.978 -5.254 1.374
H -4.921 -5.540 2.754
H -5.018 -4.706 4.311
H -4.276 -6.295 4.208
H -2.836 -4.009 5.451
H -1.118 -2.807 6.300
H -0.141 -1.819 5.229
H 0.455 -3.385 5.769
H 2.110 -4.822 4.225
H 2.820 -6.388 3.943
H 1.132 -6.101 3.515
H 3.407 -7.226 1.836
*
```

HOMO level (spin up / spin down): -11.4809 / -12.2891 eV
E: -5756.16927 Eh
relative energy (zero: lowest compared OMol25 entry of this formula, charge and spin): 0.0 kJ/mol
max |F|: 0.022 Eh/bohr

---

DFT (ωB97M-V with the def2-TZVPD basis set) results for a molecular structure, C24H44O13S in a non-equilibrium geometry.

```
! RIJCOSX wB97M-V def2-TZVPD def2/J DEFGRID3
* xyz 0 1
C -3.587 0.970 -0.663
C -3.367 2.272 -0.796
C -1.950 2.817 -1.203
C -1.042 2.424 0.002
C 0.115 1.422 -0.339
C -0.094 0.005 0.314
C -0.318 -1.121 -0.725
O -0.220 -2.244 -0.348
O -0.653 -0.774 -1.988
C 0.004 -1.603 -2.985
C 0.361 -0.797 -4.251
O -1.729 2.187 -2.518
S -2.653 3.138 -3.500
O -3.981 2.683 -3.773
O -2.003 3.336 -4.766
O -2.734 4.575 -2.636
C -1.860 4.329 -1.534
O -0.640 4.989 -1.437
C -0.001 5.300 -2.691
C 1.521 4.957 -2.692
C 1.779 3.408 -2.735
C 2.324 5.713 -1.592
C 2.168 5.126 -0.149
C 3.854 5.542 -1.976
H -3.057 0.224 -1.273
H -4.319 0.625 0.080
H -4.172 3.017 -0.672
H -1.643 1.986 0.814
H -0.591 3.335 0.449
H 0.317 1.361 -1.418
H 1.033 1.837 0.127
H -0.993 -0.013 0.966
H 0.758 -0.261 0.965
H 0.952 -2.004 -2.577
H -0.690 -2.431 -3.229
H 1.142 -0.053 -3.991
H -0.504 -0.330 -4.747
H 0.840 -1.505 -4.956
H -2.426 4.753 -0.666
H -0.086 6.401 -2.830
H -0.421 4.800 -3.581
H 1.886 5.346 -3.668
H 0.821 2.869 -2.831
H 2.350 3.182 -3.660
H 2.410 3.049 -1.904
H 2.117 6.797 -1.631
H 1.991 4.039 -0.125
H 1.396 5.706 0.387
H 3.130 5.313 0.375
H 4.457 6.435 -1.739
H 4.274 4.625 -1.516
H 3.927 5.372 -3.073
C 1.878 -9.126 -0.450
C 1.595 -8.883 1.018
O 1.628 -7.483 1.323
C 0.518 -6.801 1.015
O -0.481 -7.259 0.523
O 0.720 -5.520 1.329
C -0.369 -4.651 0.989
H 2.813 -8.646 -0.745
H 1.948 -10.195 -0.657
H 1.090 -8.706 -1.076
H 2.372 -9.348 1.624
H 0.643 -9.321 1.321
H -1.310 -5.017 1.400
H -0.438 -4.548 -0.090
H -0.162 -3.682 1.415
C -2.351 -1.497 7.285
C -1.858 -0.387 6.380
O -0.525 -0.650 5.922
C -0.427 -1.503 4.898
O -1.344 -2.047 4.337
O 0.869 -1.663 4.615
C 1.124 -2.611 3.575
H -1.644 -1.669 8.099
H -3.324 -1.245 7.708
H -2.445 -2.436 6.738
H -1.812 0.548 6.937
H -2.531 -0.229 5.537
H 0.545 -2.381 2.683
H 0.904 -3.619 3.926
H 2.181 -2.551 3.327
*
```

HOMO level: -9.7455 eV
E: -2317.06977 Eh
max |F|: 0.095 Eh/bohr

---

DFT (ωB97M-V with the def2-TZVPD basis set) results for 7 unconnected molecules or ions with the total composition C34H87N6O9S in a non-equilibrium geometry.

```
! RIJCOSX wB97M-V def2-TZVPD def2/J DEFGRID3
* xyz 1 1
C -3.776 -5.515 -2.002
C -4.287 -4.157 -2.393
O -5.433 -4.302 -3.261
C -5.509 -3.353 -4.243
O -4.994 -3.500 -5.338
C -6.310 -2.121 -3.875
C -5.466 -1.084 -3.128
C -6.291 0.210 -2.970
S -5.281 1.688 -2.843
C -4.799 2.157 -4.521
C -3.410 2.796 -4.521
C -2.332 1.786 -4.869
O -2.643 1.170 -6.086
C -1.673 1.326 -7.102
H -2.861 -5.401 -1.427
H -4.490 -6.045 -1.381
H -3.543 -6.097 -2.888
H -4.555 -3.586 -1.503
H -3.520 -3.604 -2.937
H -7.144 -2.396 -3.234
H -6.691 -1.698 -4.800
H -5.256 -1.464 -2.133
H -4.529 -0.887 -3.645
H -6.935 0.312 -3.839
H -6.923 0.152 -2.090
H -4.133 1.220 -2.304
H -5.540 2.901 -4.799
H -4.868 1.309 -5.194
H -3.194 3.292 -3.576
H -3.444 3.555 -5.299
H -2.230 1.052 -4.065
H -1.376 2.310 -4.902
H -2.154 1.126 -8.053
H -0.857 0.611 -6.994
H -1.248 2.328 -7.117
C 1.441 1.215 -0.351
C 0.396 0.278 -0.945
C -0.473 0.929 -2.030
O -1.478 1.809 -1.541
C -1.031 3.126 -1.248
N -0.404 -0.294 0.143
H 1.003 1.929 0.347
H 2.188 0.647 0.201
H 1.961 1.774 -1.132
H 0.929 -0.544 -1.429
H -1.012 0.132 -2.553
H 0.145 1.443 -2.777
H -0.254 3.448 -1.947
H -0.658 3.202 -0.227
H -1.886 3.797 -1.342
H -1.027 -1.007 -0.228
H -1.022 0.430 0.497
C -7.337 6.790 -5.457
C -6.820 5.804 -4.416
C -7.342 6.062 -2.995
O -6.717 7.135 -2.331
C -7.240 8.423 -2.620
N -5.352 5.784 -4.465
H -6.839 7.756 -5.382
H -7.151 6.410 -6.461
H -8.411 6.948 -5.351
H -7.180 4.808 -4.705
H -7.118 5.179 -2.387
H -8.432 6.186 -2.991
H -8.321 8.388 -2.782
H -6.753 8.867 -3.491
H -7.036 9.058 -1.760
H -5.012 5.061 -3.836
H -5.024 6.647 -4.038
C 7.799 -0.051 1.516
C 6.454 -0.387 2.153
C 5.274 -0.363 1.175
O 4.818 0.935 0.826
C 5.542 1.568 -0.211
N 6.232 0.495 3.302
H 7.907 1.017 1.325
H 8.615 -0.339 2.179
H 7.932 -0.583 0.571
H 6.519 -1.411 2.532
H 4.424 -0.842 1.669
H 5.493 -0.946 0.270
H 5.891 0.846 -0.956
H 6.394 2.130 0.178
H 4.869 2.275 -0.698
H 5.390 0.194 3.786
H 6.003 1.418 2.944
C -5.603 -4.832 3.791
C -6.074 -5.512 2.510
C -5.285 -6.777 2.147
O -4.010 -6.519 1.590
C -2.971 -6.284 2.524
N -6.066 -4.533 1.415
H -4.672 -4.286 3.644
H -6.348 -4.113 4.130
H -5.451 -5.559 4.591
H -7.111 -5.823 2.669
H -5.839 -7.307 1.368
H -5.200 -7.459 3.001
H -3.098 -6.887 3.426
H -2.908 -5.227 2.796
H -2.033 -6.564 2.046
H -6.482 -4.956 0.590
H -5.094 -4.382 1.158
C 2.677 -2.173 5.911
C 2.764 -0.709 5.492
C 1.763 0.204 6.213
O 0.432 0.108 5.742
C -0.326 -0.957 6.283
N 2.640 -0.623 4.033
H 1.813 -2.671 5.472
H 3.563 -2.711 5.576
H 2.615 -2.270 6.997
H 3.762 -0.352 5.763
H 2.059 1.240 6.033
H 1.794 0.045 7.298
H -0.060 -1.149 7.326
H -0.204 -1.874 5.701
H -1.376 -0.667 6.240
H 2.804 0.338 3.741
H 1.666 -0.789 3.795
C 14.280 -0.598 4.055
C 13.235 -1.489 3.392
C 12.401 -0.774 2.319
O 11.400 0.087 2.825
C 11.840 1.382 3.187
N 12.401 -2.098 4.432
H 13.833 0.089 4.773
H 15.000 -1.207 4.599
H 14.827 -0.011 3.314
H 13.770 -2.296 2.883
H 11.865 -1.535 1.746
H 13.045 -0.234 1.612
H 12.636 1.734 2.524
H 12.186 1.414 4.222
H 10.987 2.054 3.098
H 11.776 -2.777 4.007
H 11.781 -1.378 4.793
*
```

HOMO level: -10.0080 eV
E: -2751.10440 Eh
relative energy (zero: lowest compared OMol25 entry of this formula, charge and spin): 0.0 kJ/mol
max |F|: 0.042 Eh/bohr